Computed, not measured: C7H33InO9P as an isolated structure, with ωB97M-V/def2-TZVPD.

```
51
Properties=species:S:1:pos:R:3:lowdin_charge:R:1
O -1.0082 1.7831 -0.7479 -0.46
P 0.5216 1.2052 -1.1978 0.59
O 0.1125 -0.3972 -1.4756 -0.48
In 1.6922 1.1057 1.0996 0.07
H -1.1038 2.6595 -1.1324 -0.03
H 0.0117 -0.8923 -0.6496 0.00
H 2.4255 -0.5190 1.2078 -0.17
H 2.9539 2.3037 1.3007 -0.16
H 0.3684 1.2407 2.2707 -0.14
C -2.5437 -1.4680 -0.4120 -0.15
O -1.5824 -1.5920 0.6318 -0.15
H -2.4367 -2.3490 -1.0432 0.08
H -3.5642 -1.4409 -0.0160 0.07
H -2.3654 -0.5773 -1.0166 0.06
H -1.6352 -0.8029 1.1838 0.08
C -0.4016 1.0054 5.6562 -0.18
O 0.6578 1.8053 5.1710 -0.15
H -0.8209 0.4997 4.7886 0.06
H -0.0572 0.2475 6.3676 0.07
H -1.1902 1.6023 6.1282 0.07
H 1.0644 2.2753 5.9036 0.07
C -0.7984 -2.6276 -4.2536 -0.17
O 0.2637 -2.6338 -3.3206 -0.13
H -0.7647 -3.5709 -4.7975 0.06
H -1.7737 -2.5460 -3.7604 0.07
H -0.7016 -1.8116 -4.9769 0.08
H 0.2364 -1.7951 -2.8356 0.03
C 3.8636 4.7070 3.6122 -0.17
O 4.6101 4.7636 2.4030 -0.14
H 3.0706 3.9764 3.4685 0.06
H 4.4953 4.3883 4.4476 0.07
H 3.4231 5.6837 3.8391 0.07
H 5.3192 5.4006 2.5197 0.06
C -2.2787 4.8425 0.2179 -0.16
O -1.8357 4.8225 -1.1350 -0.13
H -2.9859 4.0247 0.3313 0.08
H -1.4525 4.6790 0.9133 0.08
H -2.7808 5.7835 0.4633 0.07
H -1.1867 5.5213 -1.2502 0.08
C -0.0202 -3.6935 2.4339 -0.17
O 1.1799 -3.8010 3.1937 -0.14
H -0.6454 -4.5454 2.6989 0.07
H -0.5584 -2.7733 2.6611 0.06
H 0.1768 -3.7156 1.3606 0.08
H 1.7325 -3.0484 2.9571 0.06
C 0.0673 -5.0267 -7.4470 -0.17
O -1.1319 -4.2657 -7.5285 -0.13
H 0.7955 -4.4203 -6.9146 0.08
H -0.0840 -5.9562 -6.8912 0.08
H 0.4563 -5.2627 -8.4418 0.07
H -1.7901 -4.7942 -7.9866 0.07
```

- total charge = -1
- frontier orbital gap (eV) = 5.8
- LUMO level (eV) = 2.460
- DFT total energy (eV) = -40681.2932
- M (g/mol) = 407.12
- maximum force (eV/A) = 0.4